DFT (ωB97M-V/def2-TZVPD) results for a 18-piece molecular cluster, C36H108O18 overall at a distorted geometry.

Last column: Löwdin charge in e.
Atoms and positions in Å:
1 C 4.489 1.107 -2.045  -0.054
2 C 4.049 1.978 -0.865  -0.294
3 O 3.777 1.093 0.212  -0.107
4 H 5.439 0.694 -1.677  0.066
5 H 4.636 1.689 -2.972  0.085
6 H 3.815 0.283 -2.272  0.046
7 H 3.216 2.600 -1.162  0.095
8 H 4.777 2.702 -0.528  0.091
9 H 4.543 1.053 0.843  0.063
10 C -5.644 2.709 -3.537  -0.098
11 C -6.309 2.835 -2.248  -0.381
12 O -6.501 1.701 -1.446  -0.074
13 H -4.593 2.408 -3.411  0.071
14 H -5.644 3.566 -4.216  0.080
15 H -6.236 1.957 -4.129  0.097
16 H -7.338 3.243 -2.319  0.131
17 H -5.778 3.568 -1.704  0.079
18 H -5.663 1.340 -1.106  0.083
19 C -0.957 -0.086 4.864  -0.074
20 C -1.577 -0.224 3.544  -0.313
21 O -1.035 -1.365 2.857  -0.085
22 H 0.144 -0.003 4.681  0.082
23 H -1.279 -0.940 5.462  0.085
24 H -1.168 0.834 5.347  0.066
25 H -1.471 0.727 2.995  0.092
26 H -2.667 -0.331 3.543  0.108
27 H -1.534 -1.495 2.055  0.042
28 C 8.098 0.538 1.183  -0.082
29 C 7.216 0.834 2.387  -0.300
30 O 5.867 0.560 2.060  -0.126
31 H 8.020 -0.557 0.979  0.082
32 H 9.165 0.779 1.273  0.077
33 H 7.700 1.050 0.309  0.071
34 H 7.359 1.891 2.656  0.102
35 H 7.643 0.271 3.200  0.104
36 H 5.847 -0.276 1.523  0.040
37 C -0.104 -5.038 2.870  -0.077
38 C 0.387 -3.997 1.908  -0.321
39 O 1.200 -3.012 2.530  -0.122
40 H 0.630 -5.744 3.264  0.077
41 H -0.789 -5.706 2.412  0.044
42 H -0.627 -4.676 3.734  0.075
43 H -0.414 -3.438 1.482  0.059
44 H 0.994 -4.401 1.098  0.103
45 H 0.700 -2.188 2.824  0.084
46 C 3.452 -0.495 4.142  -0.086
47 C 3.172 0.930 3.916  -0.323
48 O 2.035 0.997 3.065  -0.096
49 H 3.498 -0.893 3.079  0.089
50 H 2.615 -0.982 4.632  0.073
51 H 4.403 -0.818 4.566  0.081
52 H 4.014 1.267 3.308  0.077
53 H 3.047 1.428 4.845  0.109
54 H 2.310 1.033 2.124  0.091
55 C -0.737 0.977 -4.521  -0.092
56 C -2.103 0.359 -4.567  -0.289
57 O -2.057 -1.104 -4.660  -0.117
58 H -0.124 0.634 -5.413  0.099
59 H -0.194 0.720 -3.594  0.072
60 H -0.889 2.050 -4.602  0.073
61 H -2.717 0.767 -5.445  0.132
62 H -2.643 0.676 -3.696  0.072
63 H -1.138 -1.388 -4.812  0.036
64 C 2.756 -1.849 -4.144  -0.095
65 C 1.782 -2.170 -5.265  -0.240
66 O 0.473 -2.240 -4.603  -0.175
67 H 3.029 -2.770 -3.646  0.059
68 H 2.382 -1.259 -3.352  0.032
69 H 3.709 -1.463 -4.522  0.083
70 H 2.028 -3.188 -5.579  0.112
71 H 1.863 -1.448 -6.079  0.107
72 H 0.086 -3.206 -4.440  0.093
73 C 2.006 5.575 -2.269  -0.083
74 C 3.144 5.880 -1.280  -0.302
75 O 4.356 5.184 -1.641  -0.122
76 H 1.059 6.077 -1.931  0.086
77 H 1.797 4.542 -2.472  0.046
78 H 2.265 5.886 -3.299  0.076
79 H 2.863 5.655 -0.265  0.078
80 H 3.391 6.918 -1.362  0.096
81 H 5.002 5.202 -0.853  0.079
82 C 0.328 -5.802 -2.114  -0.081
83 C -0.380 -4.554 -2.468  -0.313
84 O -0.658 -4.586 -3.877  -0.103
85 H -0.351 -6.666 -1.922  0.092
86 H 0.935 -5.576 -1.247  0.057
87 H 1.083 -6.061 -2.906  0.097
88 H 0.209 -3.694 -2.257  0.086
89 H -1.222 -4.396 -1.828  0.100
90 H -1.664 -4.532 -3.977  0.113
91 C -4.818 3.598 1.527  -0.069
92 C -5.942 3.498 2.578  -0.304
93 O -5.548 2.546 3.533  -0.092
94 H -5.194 4.074 0.612  0.069
95 H -4.579 2.594 1.365  0.036
96 H -3.868 4.111 1.907  0.079
97 H -6.800 3.068 2.119  0.098
98 H -6.177 4.470 3.010  0.110
99 H -4.986 2.851 4.249  0.090
100 C -3.983 -4.888 0.103  -0.079
101 C -3.157 -4.289 1.204  -0.331
102 O -3.409 -2.915 1.486  -0.096
103 H -3.659 -4.494 -0.909  0.075
104 H -5.066 -4.680 0.154  0.081
105 H -3.824 -5.949 0.126  0.067
106 H -2.157 -4.467 0.898  0.065
107 H -3.224 -4.880 2.149  0.125
108 H -4.312 -2.947 1.900  0.055
109 C -5.725 -0.523 1.915  -0.076
110 C -6.472 -1.409 2.865  -0.288
111 O -6.016 -2.768 2.800  -0.083
112 H -6.070 -0.554 0.843  0.090
113 H -4.641 -0.756 1.943  0.068
114 H -5.923 0.527 2.188  0.058
115 H -7.575 -1.397 2.578  0.129
116 H -6.491 -1.119 3.902  0.107
117 H -6.054 -3.183 3.639  0.072
118 C -1.048 4.380 1.444  -0.095
119 C 0.082 3.413 1.207  -0.290
120 O -0.218 2.380 2.169  -0.098
121 H -2.025 3.874 1.403  0.048
122 H -1.029 5.244 0.760  0.075
123 H -0.876 4.868 2.398  0.074
124 H 1.071 3.921 1.307  0.115
125 H 0.084 3.035 0.200  0.092
126 H 0.587 2.073 2.571  0.024
127 C 3.702 -2.229 -0.405  -0.040
128 C 5.216 -2.209 -0.186  -0.245
129 O 5.430 -1.804 1.152  -0.091
130 H 3.146 -2.760 0.366  0.077
131 H 3.485 -2.620 -1.379  0.053
132 H 3.328 -1.240 -0.338  0.031
133 H 5.685 -1.414 -0.735  0.094
134 H 5.806 -3.083 -0.404  0.110
135 H 4.963 -2.408 1.708  0.092
136 C -5.135 -1.889 -2.855  -0.074
137 C -4.785 -3.276 -3.426  -0.266
138 O -3.340 -3.372 -3.564  -0.118
139 H -6.234 -1.777 -2.943  0.088
140 H -4.668 -1.027 -3.322  0.060
141 H -4.836 -1.864 -1.847  0.042
142 H -5.341 -3.419 -4.388  0.114
143 H -5.193 -4.045 -2.769  0.096
144 H -3.036 -2.517 -3.916  0.038
145 C 5.028 4.148 3.116  -0.040
146 C 4.643 4.734 1.720  -0.266
147 O 5.834 4.889 0.936  -0.123
148 H 4.283 3.390 3.452  0.062
149 H 5.100 4.849 3.971  0.082
150 H 5.933 3.633 2.931  0.037
151 H 4.225 5.738 1.734  0.111
152 H 4.044 4.018 1.243  0.076
153 H 6.503 5.445 1.408  0.120
154 C -1.454 0.129 -0.610  -0.062
155 C -0.298 -0.884 -0.737  -0.253
156 O 0.958 -0.156 -0.545  -0.068
157 H -1.488 0.513 0.418  0.061
158 H -2.446 -0.355 -0.861  0.084
159 H -1.347 0.906 -1.359  0.052
160 H -0.377 -1.459 -1.656  0.092
161 H -0.374 -1.683 0.024  0.093
162 H 1.481 -0.361 -1.305  0.029

Summary:
energy above the lowest of the compared OMol25 structures with the same formula, charge and spin	271.3	kJ/mol
LUMO	0.6238	eV
highest occupied orbital energy	-9.4	eV

=====

DFT (ωB97M-V/def2-TZVPD) results for C42H50CrIN3O3PSi as an isolated structure at a distorted geometry.

Last column: Löwdin charge in e.
Atoms and positions in Å:
1 Cr -2.074 0.499 -1.043  0.852
2 C -3.049 1.648 0.711  -0.317
3 C -3.872 0.510 1.169  -0.250
4 C -3.186 -0.136 2.208  -0.201
5 C -1.900 0.504 2.437  -0.197
6 C -1.784 1.533 1.497  -0.243
7 C -0.669 2.485 1.466  -0.052
8 C -0.985 0.029 3.487  -0.046
9 C -3.817 -1.198 3.053  -0.035
10 C -5.230 0.126 0.673  -0.043
11 C -3.713 2.966 0.408  -0.056
12 H -0.789 3.124 2.370  0.104
13 H -0.613 3.143 0.594  0.081
14 H 0.258 1.951 1.567  0.047
15 H -0.955 -1.050 3.602  0.075
16 H -1.207 0.410 4.520  0.104
17 H 0.020 0.381 3.353  0.032
18 H -3.092 -1.602 3.757  0.066
19 H -4.180 -2.049 2.486  0.074
20 H -4.678 -0.790 3.592  0.087
21 H -5.909 -0.055 1.538  0.092
22 H -5.233 -0.762 0.035  0.069
23 H -5.642 0.955 0.140  0.055
24 H -4.276 3.343 1.273  0.095
25 H -4.454 2.858 -0.408  0.062
26 H -2.986 3.758 0.155  0.081
27 C 4.269 2.286 3.331  -0.273
28 P 3.230 0.756 3.166  0.985
29 C 3.613 0.064 4.729  -0.470
30 C 2.572 -0.017 5.681  -0.093
31 C 2.786 -0.776 6.833  -0.093
32 C 4.051 -1.310 7.114  -0.100
33 C 5.097 -1.035 6.260  -0.089
34 C 4.905 -0.345 5.037  -0.091
35 C 4.069 -0.288 1.905  -0.365
36 C 4.417 0.214 0.662  -0.113
37 C 5.276 -0.523 -0.158  -0.087
38 C 5.675 -1.810 0.162  -0.116
39 C 5.159 -2.389 1.293  -0.109
40 C 4.354 -1.657 2.183  -0.093
41 H 5.375 2.044 3.416  0.056
42 H 3.969 2.785 4.270  0.040
43 H 4.135 3.008 2.526  0.024
44 H 1.590 0.436 5.487  0.092
45 H 2.047 -0.836 7.622  0.096
46 H 4.169 -1.984 8.002  0.117
47 H 6.094 -1.389 6.430  0.092
48 H 5.688 -0.299 4.230  0.126
49 H 4.149 1.230 0.312  0.094
50 H 5.562 -0.057 -1.116  0.101
51 H 6.389 -2.367 -0.462  0.106
52 H 5.469 -3.431 1.520  0.110
53 H 3.895 -2.169 3.012  0.098
54 I -1.067 6.362 -2.942  0.829
55 C -2.048 4.508 -2.748  -0.695
56 C -3.374 4.038 -2.932  -0.137
57 N -3.370 2.723 -2.788  -0.009
58 N -2.156 2.254 -2.451  -0.022
59 C -1.330 3.297 -2.526  -0.172
60 H -4.269 4.660 -3.110  0.135
61 H -4.160 2.069 -2.874  0.183
62 H -0.305 3.079 -2.369  0.102
63 C -0.451 -2.288 0.193  -0.143
64 Si -1.608 -2.501 -1.283  0.469
65 C -0.772 -3.284 -2.808  -0.161
66 C -3.083 -3.590 -0.812  -0.176
67 N -2.149 -0.998 -2.098  -0.226
68 C -2.837 -1.184 -3.286  -0.377
69 C -2.297 -0.725 -4.530  -0.039
70 C -2.934 -0.995 -5.719  -0.084
71 C -4.107 -1.780 -5.712  -0.094
72 C -4.744 -2.114 -4.514  -0.080
73 C -4.080 -1.857 -3.322  -0.052
74 H -0.025 -3.233 0.666  0.070
75 H -1.058 -1.675 0.876  0.008
76 H 0.427 -1.660 -0.083  0.041
77 H -0.138 -4.166 -2.495  0.046
78 H -0.067 -2.527 -3.227  0.022
79 H -1.600 -3.583 -3.498  0.042
80 H -2.881 -4.244 0.050  0.032
81 H -3.366 -4.242 -1.662  0.040
82 H -3.976 -3.014 -0.501  0.018
83 H -1.319 -0.244 -4.584  0.102
84 H -2.481 -0.646 -6.644  0.104
85 H -4.634 -2.027 -6.629  0.094
86 H -5.715 -2.582 -4.565  0.101
87 H -4.476 -2.221 -2.405  0.071
88 O 3.571 2.481 -1.801  0.046
89 C 3.228 1.399 -2.569  -0.251
90 C 3.996 1.025 -3.665  -0.041
91 C 3.498 0.110 -4.587  -0.100
92 C 2.204 -0.349 -4.455  -0.089
93 C 1.433 0.017 -3.329  -0.023
94 C 1.947 0.794 -2.306  -0.047
95 C 1.186 1.107 -1.031  -0.494
96 O 1.836 1.285 -0.010  0.051
97 O -0.152 1.088 -1.177  -0.200
98 H 4.418 2.858 -2.084  0.116
99 H 5.021 1.417 -3.826  0.123
100 H 4.125 -0.344 -5.353  0.106
101 H 1.754 -0.905 -5.284  0.103
102 H 0.390 -0.314 -3.276  0.080

Summary:
energy above the lowest of the compared OMol25 structures with the same formula, charge and spin	0.0	kJ/mol
LUMO (alpha / beta)	-1.2429 / 0.0069	eV
highest occupied orbital energy (alpha / beta)	-7.2 / -7.3	eV
spin multiplicity	4

=====

DFT (ωB97M-V/def2-TZVPD) results for a 3-piece molecular cluster, C9H23FN2O6P2 overall at a distorted geometry.

Last column: Löwdin charge in e.
Atoms and positions in Å:
1 C -0.888 -1.988 -0.471  -0.026
2 C 0.574 -1.771 -0.787  -0.451
3 F 1.255 -2.950 -0.403  -0.053
4 C 0.852 -1.536 -2.267  -0.353
5 P 1.246 0.196 -2.808  0.736
6 N -0.334 0.865 -3.120  -0.248
7 P 1.910 1.336 -1.054  0.470
8 N 2.648 2.677 -1.431  -0.366
9 H -1.101 -3.025 -0.682  0.089
10 H -1.532 -1.334 -1.039  0.071
11 H -1.041 -1.855 0.588  0.079
12 H 0.975 -0.997 -0.143  0.066
13 H 1.683 -2.160 -2.557  0.071
14 H -0.017 -1.863 -2.821  0.073
15 H -1.047 0.150 -3.091  0.011
16 H -0.561 1.620 -2.485  -0.002
17 H 0.785 1.559 -0.219  -0.025
18 H 2.694 0.431 -0.301  -0.042
19 H 2.704 2.760 -2.442  -0.066
20 C -3.674 2.829 -1.078  -0.035
21 O -3.790 1.426 -1.331  -0.012
22 C -4.873 0.859 -0.796  -0.625
23 O -5.717 1.419 -0.149  0.132
24 O -4.853 -0.439 -1.103  -0.005
25 C -5.964 -1.181 -0.591  -0.037
26 H -2.760 3.155 -1.566  0.087
27 H -4.520 3.367 -1.501  0.099
28 H -3.604 3.023 -0.010  0.100
29 H -6.898 -0.801 -0.998  0.098
30 H -5.985 -1.139 0.495  0.098
31 H -5.820 -2.208 -0.913  0.093
32 C 2.704 -1.838 2.057  -0.051
33 O 3.800 -1.525 2.917  0.014
34 C 3.974 -0.216 3.098  -0.621
35 O 3.307 0.656 2.603  0.108
36 O 5.015 -0.038 3.909  0.008
37 C 5.321 1.332 4.182  -0.037
38 H 2.661 -2.919 1.975  0.096
39 H 1.770 -1.469 2.479  0.103
40 H 2.864 -1.415 1.068  0.063
41 H 4.483 1.823 4.673  0.097
42 H 5.575 1.859 3.264  0.099
43 H 6.179 1.327 4.847  0.093

Summary:
LUMO	0.4568	eV
highest occupied orbital energy	-8.6	eV
structure (SMILES)	C[C@@H](F)CP(N)[PH2]=N.COC(=O)OC.COC(=O)OC

=====

DFT (ωB97M-V/def2-TZVPD) results for C12HBr10N as an isolated structure at a distorted geometry.

Last column: Löwdin charge in e.
Atoms and positions in Å:
1 Br -5.598 0.024 -0.954  0.640
2 Br 4.969 -2.721 -0.178  0.732
3 Br -4.416 2.808 -1.211  0.741
4 Br -3.526 -2.510 0.133  0.745
5 Br 4.793 -0.694 2.385  0.675
6 Br 2.339 -2.623 -2.667  0.705
7 Br -1.411 3.738 -0.189  0.736
8 Br -0.458 -1.808 1.079  0.916
9 Br 2.184 1.364 2.676  0.815
10 Br 0.118 -0.416 -2.443  0.814
11 C -3.702 0.310 -0.431  -0.662
12 C 3.502 -1.540 -0.122  -0.731
13 C -3.244 1.587 -0.428  -0.784
14 C -2.829 -0.763 -0.045  -0.712
15 C 3.428 -0.638 0.991  -0.677
16 C 2.487 -1.427 -1.175  -0.677
17 C -1.919 1.868 -0.082  -0.568
18 C -1.511 -0.475 0.336  -0.699
19 C 2.336 0.267 1.096  -0.605
20 C 1.417 -0.434 -1.062  -0.647
21 C -1.059 0.836 0.357  -0.362
22 C 1.351 0.368 0.123  -0.396
23 N 0.284 1.202 0.471  -0.002
24 H 0.465 1.678 1.340  0.005

Summary:
energy above the lowest of the compared OMol25 structures with the same formula, charge and spin	86.4	kJ/mol
LUMO	-0.5011	eV
highest occupied orbital energy	-8.7	eV